*1*
Below is 2 unconnected molecules or ions with the total composition C8H17N2, with properties calculated with ωB97M-V/def2-TZVPD.

The orbital gap is 9.6 eV. As for the net charge: +1. As for the spin multiplicity: 1.

Each line ends with the Mulliken charge.
Element x y z (Å)
N 2.57117 -0.87523 -0.39943  -0.1279
N -0.17137 -0.29979 0.53018  -0.3473
C 2.06552 1.64811 0.03940  -0.4186
C -1.31082 1.85052 0.70962  -1.3138
C 1.61746 1.41169 -1.20626  -0.5893
C -1.22701 0.52992 -0.04949  0.2380
C 3.24549 -1.45521 0.74277  -0.8230
C -2.66187 -1.41108 -0.92322  -1.2511
C 2.12057 0.32268 -0.44841  0.8526
C -2.60492 -0.15306 -0.06274  -0.6181
H -0.27668 -1.25364 0.19217  0.1952
H 2.41412 -1.49566 -1.18838  0.2858
H 3.18523 -0.78093 1.59321  0.2950
H 1.19741 1.77051 -2.11517  0.4061
H 2.26106 2.32976 0.83483  0.4228
H -2.33446 -1.19745 -1.93904  0.3024
H -3.68305 -1.77772 -0.96662  0.3803
H -0.92024 0.72538 -1.08869  0.1240
H -0.29659 -0.34259 1.53723  0.2745
H 4.29483 -1.63328 0.50041  0.3362
H -1.93768 2.55449 0.16728  0.3920
H 2.78305 -2.40606 1.00300  0.3116
H -2.04333 -2.21175 -0.51926  0.3413
H -3.33367 0.56467 -0.44073  0.3744
H -0.32409 2.29140 0.83558  0.2613
H -2.88357 -0.39672 0.96820  0.3173
H -1.74655 1.69103 1.69356  0.3782


*2*
Below is a gas-phase ion, C8H17N2 (charge +1), with properties calculated with ωB97M-V/def2-TZVPD.

The orbital gap (spin up / spin down) is 8.5 / 8.5 eV. As for the net charge: +1. As for the spin multiplicity: 1.

Each line ends with the Mulliken charge.
Element x y z (Å)
N -0.08682 -0.50133 -0.58752  -0.2475
N 1.45010 1.76553 -0.36680  0.0704
C -1.19584 -1.61158 1.55573  -1.7058
C 2.15371 0.43332 -0.17226  -0.7780
C 2.37126 2.91619 -0.37777  -0.8864
C -2.36416 0.08431 0.15750  -1.6458
C -1.63245 -2.03635 -1.03689  -1.4994
C 0.19484 1.68417 -0.21423  -0.1434
C -1.31475 -0.99689 0.05012  1.5396
C 1.18261 -0.75457 -0.02036  -0.3630
H 2.79142 0.35190 -1.04742  0.4342
H 2.24855 3.41371 -1.42566  0.3154
H -2.54777 -2.53143 -0.76498  0.4305
H -1.83289 -1.64473 -2.02124  0.3845
H -3.15146 -0.37516 0.78465  0.4435
H 1.93226 3.59174 0.34772  0.3860
H -0.63525 -1.02626 2.33222  0.3066
H -0.71022 -2.54744 1.38945  0.5249
H 2.69897 0.55701 0.75822  0.4603
H 3.38125 2.67797 -0.10178  0.3607
H -2.05409 -1.97769 1.96498  0.5032
H 1.13673 -0.93524 1.01589  0.2159
H -0.42241 2.53935 -0.26888  0.4317
H -0.71120 -2.67832 -1.10174  0.3731
H 1.60544 -1.76321 -0.59540  0.3459
H -2.52058 0.38997 -0.89055  0.4442
H -1.96726 0.97501 0.63700  0.2987


So which one wins? Going from most stable to least: *1*, *2*.


*1*
Below is C20H33N3O4S in the gas phase, with properties calculated with ωB97M-V/def2-TZVPD.

The orbital gap is 9.6 eV. The SMILES is CCNS(=O)(=O)CC(=O)N(C)C[C@H](C)NC(=O)C[C@H](C)c1ccc(CC)cc1. As for the spin multiplicity: 1.

Each line ends with the Mulliken charge.
Element x y z (Å)
S -1.97671 4.98863 4.22769  1.1100
O -0.93240 1.80674 4.84105  -0.5914
O -1.46476 5.06284 2.88585  -0.5781
O 3.50153 0.67129 2.10457  -0.6836
O -2.97245 5.90724 4.69641  -0.7233
N -1.61689 1.88268 2.69523  0.7957
N 1.41939 0.27216 1.31481  -0.0660
N -0.75578 5.04114 5.28432  -0.2017
C -2.40850 2.40121 1.59479  -1.0976
C 2.73176 -0.04042 1.48400  0.3192
C 0.90868 2.69960 1.49078  -1.8229
C 1.71629 -2.53152 2.67279  0.6234
C 0.77902 1.31194 2.10334  0.7776
C -0.86027 -2.56877 3.83130  0.9023
C 0.63062 4.73391 4.91954  0.3064
C -0.65686 0.83532 2.38620  -1.2442
C 1.49866 -2.04715 3.95775  -0.5224
C 1.37892 5.91507 4.32689  -1.2545
C 0.62189 -3.03760 1.97440  -0.1164
C -1.67200 2.27954 3.98899  0.5206
C 3.09255 -2.45474 2.04512  0.0410
C -2.66981 3.35025 4.39903  -1.2852
C -0.64353 -3.05260 2.54349  -0.9236
C 3.57097 -3.80352 1.51246  -1.6291
C -2.93957 -1.19719 4.23334  -0.7583
C 0.23361 -2.06718 4.52829  -0.4808
C 3.13975 -1.39023 0.93134  -0.9701
C -2.24098 -2.54427 4.43514  -1.3060
H 2.93140 -4.15548 0.70034  0.2957
H 4.16049 -1.30342 0.55967  0.5369
H 1.40895 6.75089 5.02856  0.3631
H -2.17159 -2.75636 5.50422  0.3831
H -3.93961 -1.20591 4.66915  0.5003
H -3.02846 1.60513 1.17442  0.2775
H 3.78397 -2.12334 2.82432  0.4955
H 4.58739 -3.72277 1.12442  0.4478
H 0.75551 -3.43390 0.97302  0.3116
H -2.37090 -0.39125 4.70206  0.0515
H 1.11730 4.36403 5.82230  0.4207
H -2.84422 -3.34028 3.99306  0.3760
H 2.40631 5.62844 4.09812  0.3729
H 1.96375 2.96821 1.45347  0.4509
H 0.82977 -0.44286 0.92100  0.3427
H 2.33254 -1.63848 4.51729  0.3624
H -3.59416 3.36329 3.82686  0.5132
H -1.75676 2.79184 0.81462  0.2545
H 0.61040 3.89616 4.22602  -0.4646
H -0.63518 0.11652 3.20023  -0.4173
H 0.09352 -1.67765 5.53068  0.3175
H 1.30492 1.33968 3.06231  0.3911
H 0.89666 6.24984 3.40944  0.3047
H -1.04556 0.32553 1.49674  0.8068
H -0.91995 5.71780 6.01510  0.3004
H 0.52205 2.72033 0.46884  0.3039
H -2.89018 3.20965 5.45382  0.4121
H 3.56015 -4.55840 2.29895  0.3936
H 2.49152 -1.68735 0.10172  0.2448
H -1.47786 -3.45917 1.98161  0.3644
H 0.37221 3.44531 2.07769  0.4080
H -3.04125 3.22000 1.91281  0.5131
H -3.03437 -0.96651 3.16949  0.2244


*2*
Below is C20H33N3O4S in the gas phase, with properties calculated with ωB97M-V/def2-TZVPD.

The orbital gap is 9.4 eV. The SMILES is CCNS(=O)(=O)CC(=O)N(C)C[C@H](C)NC(=O)C[C@H](C)c1ccc(CC)cc1. As for the spin multiplicity: 1.

Each line ends with the Mulliken charge.
Element x y z (Å)
S 2.19451 -0.01215 1.39341  1.0739
O 2.73997 -1.33520 1.27514  -0.7643
O -3.70325 0.57111 -0.25245  -0.6970
O 1.90646 2.95245 0.48785  -0.7081
O 0.82240 0.19055 1.78817  -0.5893
N 0.44420 2.05844 -1.00272  0.2587
N 3.16293 0.80220 2.39898  -0.2292
N -1.78452 1.49793 0.49825  0.1339
C -2.46194 -0.67450 1.37275  -0.4147
C 0.71777 -2.58026 -1.09878  -0.8561
C -2.64833 -3.17213 1.59287  -1.6569
C -2.71395 0.50992 0.46266  0.4593
C 2.47905 -1.72234 -3.59022  -0.8748
C -0.24038 -2.37948 -0.11833  0.1216
C -2.63792 -1.99610 0.61705  -0.1813
C 2.66771 1.82966 3.32141  -0.3672
C 2.35971 0.74173 -0.22158  0.6723
C 1.42292 -2.82373 -3.50779  -0.9673
C -1.91299 -2.12595 -1.80072  -0.5292
C -1.89608 2.64335 -0.39120  0.3816
C -2.68485 3.77313 0.25888  -1.5782
C 1.55584 2.03098 -0.23570  0.3499
C 0.37629 -2.56899 -2.45105  1.1249
C 0.07551 0.99807 -1.93616  -1.3839
C -0.95027 -2.32575 -2.78472  -1.0532
C -1.57799 -2.16521 -0.45263  0.4131
C -0.50692 3.14285 -0.81324  -1.2458
C 2.19381 1.25674 4.64614  -1.1366
H 3.24171 -1.96237 -4.33196  0.4187
H -0.93242 1.33540 1.01637  0.0189
H -0.09014 3.79515 -0.04850  0.4696
H -0.25017 0.08957 -1.42783  0.4073
H 1.91648 -3.77629 -3.29761  0.3326
H -0.75206 1.35612 -2.54470  0.3317
H 3.41608 0.94840 -0.37836  0.6347
H 0.06417 -2.39963 0.92119  0.3987
H -2.19232 4.09802 1.17708  0.3757
H 0.93376 -2.93500 -4.47761  0.3638
H -2.76793 -4.11722 1.06209  0.4074
H -1.71868 -3.22380 2.16315  0.2695
H 3.93535 0.22844 2.70651  0.2827
H 0.89873 0.76401 -2.60901  0.4999
H 1.86434 2.05947 5.30716  0.3770
H 1.74409 -2.76252 -0.79834  0.5117
H 3.47934 2.54347 3.46625  0.4719
H -2.44979 2.29027 -1.26322  0.4246
H -2.76374 4.63049 -0.41307  0.3721
H -3.20267 -0.62007 2.17561  0.5387
H -2.94262 -1.93903 -2.08309  0.3488
H -1.24231 -2.30665 -3.82910  0.3109
H -0.60470 3.72708 -1.73217  0.2654
H -3.60618 -1.94782 0.11500  0.5018
H 2.99590 0.71454 5.15112  0.3341
H -3.47013 -3.07075 2.30390  0.4797
H 2.02638 -0.77019 -3.87311  0.1811
H 2.01715 -0.02785 -0.90987  -0.8963
H 1.87306 2.36496 2.80991  0.1586
H -1.47068 -0.61947 1.82638  -0.1961
H -3.69063 3.43179 0.49935  0.4065
H 1.36001 0.57285 4.48979  0.2439
H 2.98089 -1.58866 -2.62957  0.1981


So which one wins? Going from most stable to least: *2*, *1*.